# 1
{
  "formula": "C28H24F6IIrOPSe2Si",
  "method": "wB97M-V/def2-TZVPD",
  "spin_multiplicity": 6,
  "gap_ev": [6.313, 5.627],
  "e_homo_ev": [-6.39, -8.47],
  "lumo_energy_ev": [-0.1, -2.8],
  "largest_force_ev_per_a": 0.7,
  "de_lowest_ev": 0.228,
  "species": ["Ir", "Se", "P", "Se", "C", "C", "C", "C", "C", "C", "C", "C", "C", "C", "C", "C", "H", "H", "H", "H", "H", "H", "H", "H", "H", "H", "C", "C", "O", "C", "F", "F", "F", "C", "F", "F", "F", "H", "H", "H", "I", "C", "C", "C", "C", "C", "C", "Si", "C", "C", "C", "C", "C", "C", "H", "H", "H", "H", "H", "H", "H", "H", "H", "H", "H"],
  "coordinates": [[0.227, 1.209, -0.374], [1.250, 0.685, 2.407], [-0.199, -0.945, 2.244], [-0.513, -1.376, 0.146], [0.439, -2.392, 3.132], [0.868, -2.256, 4.453], [1.344, -3.357, 5.146], [1.403, -4.598, 4.521], [0.994, -4.732, 3.204], [0.512, -3.631, 2.506], [-1.738, -0.478, 3.079], [-2.966, -0.702, 2.468], [-4.139, -0.367, 3.133], [-4.087, 0.192, 4.401], [-2.859, 0.435, 5.005], [-1.687, 0.107, 4.344], [0.847, -1.288, 4.942], [1.675, -3.246, 6.170], [1.776, -5.458, 5.064], [1.054, -5.694, 2.711], [0.198, -3.735, 1.476], [-3.003, -1.127, 1.473], [-5.094, -0.535, 2.650], [-5.003, 0.453, 4.917], [-2.814, 0.888, 5.988], [-0.732, 0.339, 4.804], [4.587, 1.724, 0.356], [3.256, 2.235, -0.191], [2.295, 1.231, -0.150], [3.471, 2.664, -1.670], [2.398, 3.273, -2.191], [4.511, 3.499, -1.803], [3.730, 1.579, -2.411], [2.833, 3.471, 0.643], [2.797, 3.137, 1.948], [1.617, 3.920, 0.318], [3.692, 4.489, 0.514], [4.937, 0.910, -0.277], [4.425, 1.341, 1.361], [5.337, 2.514, 0.380], [-1.828, 2.480, 0.562], [-0.212, -3.888, -3.791], [-1.317, -3.202, -3.300], [-1.224, -1.844, -3.023], [-0.033, -1.141, -3.236], [1.065, -1.849, -3.735], [0.979, -3.209, -4.010], [0.202, 0.670, -2.838], [-1.193, 1.795, -3.375], [-0.857, 3.024, -3.954], [-1.840, 3.936, -4.318], [-3.179, 3.634, -4.109], [-3.531, 2.418, -3.535], [-2.546, 1.514, -3.166], [-0.281, -4.949, -4.002], [-2.251, -3.726, -3.132], [-2.099, -1.330, -2.641], [2.003, -1.329, -3.910], [1.840, -3.740, -4.398], [1.399, 1.086, -3.601], [0.188, 3.271, -4.119], [-1.560, 4.883, -4.764], [-3.946, 4.347, -4.390], [-4.574, 2.182, -3.361], [-2.843, 0.586, -2.691]]
}


# 2
{
  "formula": "C28H24FN7OV",
  "method": "wB97M-V/def2-TZVPD",
  "spin_multiplicity": 4,
  "gap_ev": [6.354, 6.046],
  "e_homo_ev": [-6.47, -6.82],
  "lumo_energy_ev": [-0.1, -0.8],
  "largest_force_ev_per_a": 1.1,
  "de_lowest_ev": 0.000,
  "species": ["V", "C", "C", "C", "C", "C", "C", "N", "C", "C", "C", "C", "C", "C", "N", "N", "C", "C", "C", "C", "C", "N", "H", "H", "H", "H", "H", "H", "H", "H", "H", "H", "H", "H", "H", "C", "N", "C", "C", "C", "N", "C", "O", "N", "H", "H", "H", "H", "H", "H", "H", "F", "C", "C", "C", "C", "C", "C", "H", "H", "H", "H"],
  "coordinates": [[-0.190, 0.210, 0.035], [-1.054, 5.153, -2.118], [-0.050, 5.244, -1.162], [0.655, 4.119, -0.764], [0.371, 2.862, -1.318], [-0.631, 2.785, -2.293], [-1.334, 3.914, -2.683], [0.936, 1.676, -0.849], [2.266, 1.604, -0.497], [3.302, 2.407, -0.996], [4.609, 2.201, -0.592], [4.941, 1.194, 0.316], [3.943, 0.384, 0.826], [2.625, 0.590, 0.427], [1.534, -0.134, 0.900], [1.683, -0.996, 1.888], [0.480, -1.563, 2.231], [0.452, -2.465, 3.309], [-0.746, -3.024, 3.679], [-1.908, -2.701, 2.971], [-1.802, -1.824, 1.916], [-0.648, -1.255, 1.552], [-1.594, 6.037, -2.432], [0.186, 6.204, -0.718], [1.428, 4.200, -0.008], [-0.845, 1.816, -2.728], [-2.095, 3.828, -3.450], [3.075, 3.181, -1.718], [5.390, 2.828, -1.005], [5.970, 1.043, 0.612], [4.156, -0.409, 1.530], [1.378, -2.688, 3.820], [-0.788, -3.714, 4.512], [-2.865, -3.136, 3.222], [-2.661, -1.561, 1.309], [-4.381, 2.902, -0.522], [-3.292, 2.793, 0.446], [-3.088, 3.704, 1.432], [-2.028, 3.646, 2.268], [-1.084, 2.597, 2.043], [-1.308, 1.710, 1.093], [-2.387, 1.768, 0.277], [-2.493, 0.914, -0.602], [0.042, 2.482, 2.752], [-5.006, 3.747, -0.246], [-4.967, 1.986, -0.520], [-3.963, 3.056, -1.515], [-3.829, 4.487, 1.503], [-1.886, 4.387, 3.038], [0.307, 3.186, 3.416], [0.728, 1.788, 2.482], [-0.261, -4.125, -4.477], [-0.263, -3.194, -3.489], [0.916, -2.914, -2.831], [0.897, -1.956, -1.823], [-0.268, -1.270, -1.457], [-1.430, -1.601, -2.163], [-1.444, -2.556, -3.176], [1.823, -3.434, -3.108], [1.834, -1.741, -1.318], [-2.365, -1.101, -1.932], [-2.348, -2.802, -3.718]]
}


# 3
{
  "formula": "C28H24N6OPt",
  "method": "wB97M-V/def2-TZVPD",
  "spin_multiplicity": 3,
  "charge": 2,
  "gap_ev": [7.353, 6.279],
  "e_homo_ev": [-14.34, -14.37],
  "lumo_energy_ev": [-7.0, -8.1],
  "largest_force_ev_per_a": 0.5,
  "species": ["Pt", "C", "C", "N", "C", "C", "N", "C", "C", "C", "C", "C", "N", "C", "C", "N", "C", "C", "N", "C", "C", "C", "N", "C", "C", "H", "H", "H", "H", "H", "H", "H", "H", "H", "H", "H", "H", "C", "C", "C", "C", "C", "C", "C", "O", "C", "C", "C", "H", "H", "H", "H", "H", "H", "H", "H", "H", "H", "H", "H"],
  "coordinates": [[0.236, -0.230, 0.134], [4.672, -0.668, 0.648], [3.406, -0.732, 0.067], [2.317, -0.541, 0.799], [2.466, -0.314, 2.124], [3.737, -0.235, 2.664], [4.837, -0.399, 1.931], [1.228, -0.172, 2.952], [1.169, -0.162, 4.331], [-0.076, -0.063, 4.970], [-1.223, 0.008, 4.168], [-1.099, -0.010, 2.791], [0.108, -0.086, 2.244], [-2.222, 0.027, 1.803], [-3.543, 0.195, 2.176], [-4.539, 0.220, 1.293], [-4.220, 0.075, 0.020], [-2.899, -0.092, -0.393], [-1.914, -0.116, 0.494], [-0.177, -0.049, 6.455], [-1.410, 0.020, 7.100], [-1.449, 0.030, 8.485], [-0.367, -0.022, 9.258], [0.808, -0.088, 8.640], [0.957, -0.104, 7.261], [5.558, -0.830, 0.048], [3.275, -0.925, -0.988], [3.883, -0.019, 3.714], [2.075, -0.251, 4.909], [-2.200, 0.063, 4.618], [-3.818, 0.318, 3.215], [-5.022, 0.091, -0.707], [-2.638, -0.209, -1.436], [-2.348, 0.066, 6.568], [-2.401, 0.083, 8.999], [1.682, -0.130, 9.278], [1.958, -0.158, 6.861], [5.360, 1.030, -4.112], [4.268, 1.418, -3.164], [4.456, 2.419, -2.219], [3.442, 2.815, -1.358], [3.709, 3.932, -0.384], [2.201, 2.139, -1.422], [1.164, 2.575, -0.532], [0.154, 1.931, -0.182], [1.991, 1.112, -2.384], [0.660, 0.445, -2.588], [3.020, 0.783, -3.237], [6.245, 1.648, -3.984], [5.018, 1.123, -5.144], [5.642, -0.014, -3.964], [5.412, 2.925, -2.171], [4.730, 4.289, -0.499], [3.586, 3.615, 0.653], [3.047, 4.783, -0.555], [1.248, 3.580, -0.108], [-0.167, 1.152, -2.611], [0.406, -0.319, -1.792], [0.651, -0.150, -3.499], [2.856, 0.033, -4.002]]
}


# 4
{
  "formula": "C28H25BF5N7O8ReSe",
  "method": "wB97M-V/def2-TZVPD",
  "spin_multiplicity": 4,
  "gap_ev": [5.185, 4.421],
  "e_homo_ev": [-7.30, -7.30],
  "lumo_energy_ev": [-2.1, -2.9],
  "largest_force_ev_per_a": 1.8,
  "species": ["Re", "O", "C", "O", "C", "C", "C", "C", "C", "C", "O", "N", "O", "O", "N", "O", "O", "H", "H", "F", "C", "C", "F", "C", "F", "C", "Se", "C", "F", "C", "F", "C", "N", "C", "N", "C", "N", "C", "N", "C", "C", "H", "H", "H", "H", "H", "H", "H", "H", "H", "H", "H", "H", "C", "C", "O", "C", "C", "C", "C", "C", "C", "H", "H", "H", "H", "H", "H", "H", "H", "B", "C", "N", "H", "H", "H"],
  "coordinates": [[-0.255, -0.114, 0.369], [0.693, 1.250, 4.130], [0.874, 0.767, 3.054], [-0.171, 0.504, 2.228], [2.252, 0.454, 2.563], [3.242, 0.381, 3.526], [4.557, 0.239, 3.151], [4.916, 0.257, 1.823], [3.935, 0.307, 0.863], [2.567, 0.345, 1.201], [1.637, 0.302, 0.241], [4.399, 0.287, -0.542], [5.524, 0.691, -0.752], [3.658, -0.167, -1.398], [5.596, 0.051, 4.179], [6.753, 0.004, 3.809], [5.226, -0.055, 5.334], [2.969, 0.455, 4.568], [5.952, 0.213, 1.525], [2.258, 6.447, -0.958], [1.513, 5.303, -0.907], [2.157, 4.014, -0.531], [1.770, 2.877, -1.314], [1.097, 4.593, 0.347], [1.399, 4.986, 1.628], [-0.279, 4.119, 0.117], [-1.232, 3.133, 1.262], [-0.648, 4.498, -1.221], [-1.826, 4.178, -1.785], [0.315, 5.234, -1.777], [0.276, 5.758, -2.970], [-1.218, 1.049, -2.156], [-1.341, 1.208, -3.583], [0.004, 1.312, -4.173], [0.789, 0.102, -3.902], [0.948, -0.059, -2.479], [-0.419, -0.198, -1.795], [-1.116, -1.379, -2.428], [-1.253, -1.204, -3.851], [-2.010, 0.026, -4.137], [0.085, -1.058, -4.456], [-2.207, 0.972, -1.710], [-0.695, 1.903, -1.739], [0.517, 2.176, -3.749], [-0.092, 1.447, -5.250], [1.463, 0.797, -2.057], [1.528, -0.951, -2.254], [-2.101, -1.483, -1.970], [-0.532, -2.272, -2.222], [-3.014, -0.058, -3.716], [-2.089, 0.142, -5.216], [-0.034, -0.922, -5.529], [0.666, -1.962, -4.273], [-4.626, -0.236, 0.774], [-3.285, -0.778, 1.129], [-2.322, -0.260, 0.526], [-3.183, -1.868, 2.096], [-2.042, -2.054, 2.882], [-1.968, -3.113, 3.767], [-3.038, -3.991, 3.889], [-4.192, -3.793, 3.140], [-4.268, -2.740, 2.250], [-4.513, 0.712, 0.252], [-5.233, -0.105, 1.669], [-5.142, -0.939, 0.112], [-1.233, -1.340, 2.846], [-1.075, -3.254, 4.362], [-2.977, -4.826, 4.575], [-5.030, -4.470, 3.243], [-5.166, -2.613, 1.659], [0.074, -4.736, 0.280], [0.021, -3.205, 0.326], [-0.050, -2.043, 0.314], [-0.395, -5.141, 1.325], [1.236, -5.054, 0.149], [-0.601, -5.052, -0.682]]
}


# 5
{
  "formula": "C28H25Cl3MgN2O5Se2",
  "method": "wB97M-V/def2-TZVPD",
  "charge": -2,
  "gap_ev": 4.923,
  "e_homo_ev": -0.84,
  "lumo_energy_ev": 4.1,
  "largest_force_ev_per_a": 2.4,
  "de_lowest_ev": 0.995,
  "species": ["Mg", "C", "O", "C", "C", "C", "C", "C", "C", "N", "N", "C", "C", "O", "C", "C", "C", "C", "C", "C", "C", "C", "H", "H", "H", "H", "H", "H", "H", "H", "H", "H", "H", "H", "H", "O", "C", "C", "C", "O", "C", "Se", "C", "Se", "H", "H", "H", "H", "H", "H", "H", "H", "H", "H", "Cl", "C", "C", "C", "Cl", "C", "O", "C", "Cl", "C", "H", "H"],
  "coordinates": [[-0.456, 0.501, -0.268], [-3.113, 2.350, -0.498], [-2.489, 1.052, -0.688], [-3.344, -0.018, -0.869], [-4.723, 0.067, -0.809], [-5.491, -1.080, -1.011], [-4.880, -2.296, -1.277], [-3.492, -2.375, -1.346], [-2.718, -1.245, -1.139], [-1.312, -1.155, -1.166], [-0.687, -2.209, -1.491], [0.656, -2.137, -1.645], [1.391, -0.889, -1.716], [0.846, 0.241, -1.659], [2.826, -0.975, -1.930], [3.455, -2.151, -2.063], [2.745, -3.409, -2.038], [3.422, -4.628, -2.211], [2.747, -5.827, -2.208], [1.358, -5.825, -2.017], [0.677, -4.643, -1.829], [1.350, -3.402, -1.840], [-3.740, 2.574, -1.365], [-2.310, 3.065, -0.421], [-3.691, 2.359, 0.424], [-5.207, 1.010, -0.601], [-6.572, -1.010, -0.957], [-5.482, -3.185, -1.429], [-2.986, -3.310, -1.554], [3.358, -0.029, -1.940], [4.534, -2.179, -2.188], [4.500, -4.608, -2.348], [3.281, -6.760, -2.344], [0.815, -6.765, -2.012], [-0.393, -4.641, -1.664], [2.950, 4.002, -0.583], [2.141, 3.740, 0.575], [0.902, 4.635, 0.650], [1.353, 6.105, 0.742], [2.088, 6.459, 1.933], [0.031, 4.561, -0.624], [0.228, 2.970, -1.789], [0.078, 4.295, 1.897], [-0.665, 2.465, 2.038], [2.407, 3.674, -1.336], [2.758, 3.915, 1.458], [1.814, 2.704, 0.585], [0.461, 6.737, 0.657], [2.009, 6.316, -0.100], [1.696, 5.967, 2.660], [0.248, 5.416, -1.265], [-1.022, 4.637, -0.335], [-0.755, 4.997, 1.965], [0.681, 4.405, 2.806], [0.316, -3.835, 5.788], [0.403, -2.837, 4.341], [-0.741, -2.230, 3.857], [-0.658, -1.445, 2.722], [-2.087, -0.683, 2.097], [0.550, -1.213, 2.004], [0.621, -0.484, 0.944], [1.677, -1.879, 2.561], [3.204, -1.687, 1.749], [1.616, -2.667, 3.697], [-1.693, -2.363, 4.357], [2.514, -3.144, 4.072]]
}


# 6
{
  "formula": "C28H25FN8ORuS",
  "method": "wB97M-V/def2-TZVPD",
  "spin_multiplicity": 2,
  "charge": -1,
  "gap_ev": [6.655, 6.694],
  "e_homo_ev": [-3.81, -3.85],
  "lumo_energy_ev": [2.8, 2.8],
  "largest_force_ev_per_a": 2.5,
  "de_lowest_ev": 0.390,
  "species": ["Ru", "C", "C", "C", "C", "C", "N", "C", "C", "C", "C", "C", "C", "C", "N", "C", "C", "C", "N", "C", "C", "N", "C", "C", "C", "N", "H", "H", "H", "H", "H", "H", "H", "H", "H", "H", "H", "H", "H", "H", "H", "H", "H", "H", "N", "C", "S", "N", "N", "C", "C", "C", "C", "C", "C", "C", "O", "H", "H", "H", "H", "H", "H", "H", "F"],
  "coordinates": [[0.273, -0.350, -0.623], [-6.271, 0.800, -1.191], [-4.847, 0.932, -0.720], [-4.012, 1.937, -1.204], [-2.688, 2.020, -0.820], [-2.119, 1.116, 0.087], [-0.765, 1.175, 0.452], [-0.328, 2.431, 0.774], [-1.173, 3.304, 1.507], [-0.802, 4.570, 1.898], [0.466, 5.077, 1.617], [0.908, 6.435, 2.092], [1.322, 4.238, 0.930], [0.945, 2.968, 0.500], [1.923, 2.239, -0.233], [2.881, 2.734, -1.031], [3.715, 1.689, -1.377], [3.161, 0.578, -0.738], [2.069, 0.917, -0.053], [-2.973, 0.121, 0.568], [-4.298, 0.021, 0.168], [-2.477, -0.798, 1.524], [-3.089, -1.208, 2.657], [-2.276, -2.158, 3.225], [-1.183, -2.255, 2.344], [-1.313, -1.426, 1.318], [-6.720, 1.779, -1.370], [-6.884, 0.277, -0.455], [-6.330, 0.237, -2.126], [-4.404, 2.659, -1.914], [-2.052, 2.795, -1.228], [-2.158, 2.941, 1.767], [-1.508, 5.173, 2.462], [0.053, 7.099, 2.229], [1.584, 6.906, 1.376], [1.434, 6.381, 3.050], [2.333, 4.569, 0.717], [2.894, 3.776, -1.299], [4.580, 1.725, -2.015], [3.485, -0.448, -0.742], [-4.895, -0.796, 0.556], [-4.022, -0.770, 2.968], [-2.443, -2.700, 4.139], [-0.312, -2.884, 2.407], [3.146, -3.896, -0.148], [2.323, -2.833, -0.493], [1.611, -1.944, 0.787], [2.206, -2.593, -1.757], [1.425, -1.464, -2.036], [1.282, -1.301, -3.301], [0.623, -0.208, -3.977], [0.594, -0.236, -5.377], [0.036, 0.786, -6.116], [-0.512, 1.876, -5.433], [-0.494, 1.933, -4.059], [0.079, 0.896, -3.289], [0.120, 1.038, -1.997], [2.926, -4.314, 0.740], [3.303, -4.545, -0.903], [1.748, -2.057, -3.930], [1.028, -1.094, -5.879], [0.022, 0.744, -7.197], [-0.960, 2.691, -5.992], [-0.922, 2.770, -3.522], [-1.209, -1.235, -1.504]]
}


# 7
{
  "formula": "C28H25IrNO7P",
  "method": "wB97M-V/def2-TZVPD",
  "spin_multiplicity": 2,
  "charge": -1,
  "gap_ev": [7.109, 6.789],
  "e_homo_ev": [-4.54, -4.21],
  "lumo_energy_ev": [2.6, 2.6],
  "largest_force_ev_per_a": 6.5,
  "de_lowest_ev": 4.553,
  "species": ["Ir", "O", "C", "O", "C", "C", "C", "C", "C", "N", "C", "O", "O", "H", "H", "H", "O", "C", "C", "C", "O", "H", "H", "H", "H", "H", "H", "H", "O", "P", "C", "C", "C", "C", "C", "C", "C", "C", "C", "C", "C", "C", "C", "C", "C", "C", "C", "C", "H", "H", "H", "H", "H", "H", "H", "H", "H", "H", "H", "H", "H", "H", "H"],
  "coordinates": [[0.221, -0.073, 0.130], [1.106, 2.593, -2.684], [0.938, 1.771, -1.798], [-0.192, 1.251, -1.430], [2.262, 1.307, -1.028], [3.603, 1.647, -1.158], [4.512, 1.030, -0.293], [4.149, 0.096, 0.683], [2.807, -0.243, 0.805], [2.029, 0.410, -0.073], [2.053, -1.243, 1.778], [2.775, -1.830, 2.568], [0.774, -1.359, 1.664], [3.928, 2.364, -1.899], [5.560, 1.290, -0.385], [4.889, -0.356, 1.330], [-1.248, -1.185, 1.081], [1.608, 3.177, 1.872], [0.464, 2.650, 1.000], [-0.651, 3.690, 0.934], [-0.018, 1.431, 1.506], [1.997, 4.119, 1.472], [2.435, 2.464, 1.904], [1.270, 3.357, 2.895], [0.868, 2.618, 0.005], [-1.064, 3.889, 1.928], [-1.456, 3.344, 0.284], [-0.276, 4.634, 0.528], [-2.120, 0.289, -0.737], [-3.418, 0.620, -1.359], [-3.237, 1.431, -2.964], [-2.896, 2.781, -2.985], [-2.696, 3.435, -4.189], [-2.833, 2.743, -5.385], [-3.151, 1.392, -5.372], [-3.341, 0.736, -4.164], [-4.462, -0.844, -1.546], [-5.572, -0.926, -2.385], [-6.333, -2.083, -2.422], [-5.995, -3.161, -1.611], [-4.895, -3.080, -0.769], [-4.124, -1.925, -0.734], [-4.348, 1.752, -0.300], [-5.567, 2.316, -0.669], [-6.227, 3.173, 0.195], [-5.666, 3.474, 1.433], [-4.452, 2.916, 1.801], [-3.789, 2.052, 0.936], [-2.761, 3.318, -2.054], [-2.420, 4.481, -4.193], [-2.673, 3.253, -6.326], [-3.237, 0.846, -6.303], [-3.552, -0.327, -4.163], [-5.848, -0.087, -3.013], [-7.193, -2.146, -3.078], [-6.592, -4.064, -1.636], [-4.632, -3.916, -0.133], [-3.260, -1.852, -0.076], [-6.004, 2.092, -1.637], [-7.176, 3.609, -0.092], [-6.181, 4.145, 2.110], [-4.013, 3.150, 2.763], [-2.837, 1.608, 1.214]]
}